Entry 1:
Molecular formula: CH2N4O
Method: DFT, ωB97M-V/def2-TZVPD

Atoms and positions in Å:
C  0.3446  0.2581  -0.3358
H  0.0617  0.5997  -2.1755
H  -1.2971  -0.9842  -0.3008
N  0.7696  0.6586  -1.4491
N  1.2108  0.2364  0.8278
N  0.5855  -0.1737  1.8090
N  -0.9064  -0.1710  0.1267
O  -0.7688  -0.4240  1.4977

charge: 0
LUMO: -0.1 eV
Kohn-Sham gap: 9.98 eV
E: -9073.5672 eV

Here are the natural (NBO) charges for atoms 1 to 4, given in e:
1. C 0.4462
2. H 0.3504
3. H 0.3939
4. N -0.6281

---

Entry 2:
Molecular formula: C4H9ClFN
Method: DFT, ωB97M-V/def2-TZVPD

Atoms and positions in Å:
C  1.5333  -0.1762  -1.4517
C  -1.1889  -0.8724  1.1357
C  1.5891  0.7944  -0.3236
C  -0.4619  1.4052  0.4810
N  -1.3765  0.3491  0.4519
F  -0.6655  2.5365  -0.2982
Cl  2.3040  0.1042  1.1492
H  0.9024  -1.0532  -1.2219
H  1.0484  0.3144  -2.3429
H  2.5062  -0.5005  -1.8930
H  -0.6044  -0.6409  2.0096
H  -2.0934  -1.0927  1.6695
H  -0.6085  -1.5917  0.5105
H  1.9195  1.8413  -0.3485
H  0.0615  1.6582  1.4139
H  -1.8442  0.3742  -0.5196

charge: 0
LUMO: 0.9 eV
Kohn-Sham gap: 8.20 eV
E: -21020.9401 eV

Here are the natural (NBO) charges for atoms 1 to 4, given in e:
1. C -0.6708
2. C -0.4249
3. C -0.3308
4. C 0.4632

---

Entry 3:
Molecular formula: C35H22F5NO2PTi
Method: DFT, ωB97M-V/def2-TZVPD

Atoms and positions in Å:
Ti  -0.7091  0.2355  -1.1674
O  -1.4331  -1.6291  -0.3820
C  -0.2194  -1.8522  -0.0960
O  0.6717  -1.3027  -0.8308
C  0.1590  -2.5924  1.1465
P  -0.1130  -1.4500  2.6137
C  1.5368  -0.6821  2.8324
C  2.4333  -0.4739  1.7867
C  3.6134  0.2276  2.0042
C  3.9111  0.7289  3.2604
C  3.0202  0.5300  4.3077
C  1.8406  -0.1636  4.0935
C  -0.0479  -2.6995  3.9545
C  1.0822  -3.4781  4.2040
C  1.0781  -4.4139  5.2243
C  -0.0553  -4.5788  6.0134
C  -1.1813  -3.8074  5.7773
C  -1.1770  -2.8711  4.7497
H  1.1782  -2.9716  1.0879
H  -0.5334  -3.4203  1.2971
H  2.2173  -0.8395  0.7921
H  4.2962  0.3861  1.1789
H  4.8301  1.2766  3.4254
H  3.2429  0.9184  5.2933
H  1.1503  -0.3108  4.9166
H  1.9764  -3.3355  3.6074
H  1.9603  -5.0126  5.4117
H  -0.0548  -5.3071  6.8141
H  -2.0633  -3.9289  6.3928
H  -2.0555  -2.2649  4.5626
C  1.7161  3.6101  0.5390
C  2.2957  4.1148  -0.6176
C  1.9909  3.5536  -1.8457
C  1.1011  2.4787  -1.9122
C  0.5120  1.9417  -0.7507
C  0.8353  2.5391  0.4666
C  0.7818  1.8188  -3.1907
C  1.1788  2.3310  -4.4498
C  0.8582  1.6589  -5.5872
C  0.1529  0.4352  -5.5199
C  -0.1816  -0.3240  -6.6597
C  -0.8479  -1.5102  -6.5263
C  -1.2000  -1.9799  -5.2485
C  -0.8912  -1.2625  -4.1244
C  -0.2109  -0.0336  -4.2402
N  0.0859  0.6880  -3.1143
H  1.9572  4.0512  1.4987
H  2.9887  4.9446  -0.5607
H  2.4653  3.9550  -2.7321
H  0.3944  2.1631  1.3838
H  1.7180  3.2637  -4.5017
H  1.1419  2.0485  -6.5578
H  0.1010  0.0488  -7.6367
H  -1.1048  -2.0945  -7.3997
H  -1.7237  -2.9220  -5.1534
H  -1.1652  -1.6391  -3.1460
F  -2.2562  2.1617  1.5066
C  -3.0537  1.9864  0.4357
C  -2.5976  1.2802  -0.6570
C  -3.4940  1.1425  -1.6905
F  -3.0811  0.4352  -2.7881
C  -4.7712  1.6677  -1.6984
F  -5.5988  1.5149  -2.7382
C  -5.1822  2.3732  -0.5819
F  -6.4072  2.9001  -0.5376
C  -4.3231  2.5322  0.4948
F  -4.7396  3.2102  1.5698

⟨S²⟩: 0.75
2S+1: 2
charge: 0
LUMO (alpha / beta): -0.8 / -0.8 eV
Kohn-Sham gap (alpha / beta): 7.38 / 7.71 eV
E: -88229.7060 eV

Here are the natural (NBO) charges for atoms 1 to 4, given in e:
1. Ti 1.7000
2. O -0.7087
3. C 0.7648
4. O -0.7322

---

Going through the records in order, we get ΔE to the lowest compared entry with this formula, charge and spin values of 63.0; 16.0; 12.2 kcal per mole.